w | Computed, not measured: a 3-piece molecular cluster, C3H7O2 overall, with wB97M-V/def2-TZVPD.

Summary:
Orbital gap (eV): 6.5591
E_LUMO (eV): 4.08
HOMO level (eV): -2.475

```
! RIJCOSX wB97M-V def2-TZVPD def2/J DEFGRID3
* xyz -1 1
C -1.13 -1.72 2.41
O -1.52 -1.84 3.59
H -1.81 -1.19 1.69
H -0.04 -1.69 2.13
H 4.87 0.79 -1.75
C -0.73 1.12 -1.64
C -0.76 0.74 -0.34
O -1.01 -0.46 0.02
H -0.59 2.16 -2.10
H -1.05 0.31 -2.34
H -0.77 1.47 0.52
H 4.55 0.30 -2.18
*
```

=====

x | Computed, not measured: an isolated ion of composition C3H7O2 and charge -1, with wB97M-V/def2-TZVPD.

Summary:
SMILES: [O-]CCCO
Orbital gap (eV): 6.4241
E_LUMO (eV): 4.12
HOMO level (eV): -2.305

```
! RIJCOSX wB97M-V def2-TZVPD def2/J DEFGRID3
* xyz -1 1
O 0.85 -1.47 1.29
C 1.27 -0.31 0.78
C 0.11 0.52 0.08
C -0.88 -0.39 -0.61
O -2.10 0.30 -0.97
H 1.97 -0.48 -0.12
H 1.76 0.34 1.54
H -0.32 1.12 0.92
H 0.53 1.22 -0.69
H -1.06 -1.31 -0.05
H -0.29 -0.73 -1.51
H -1.83 1.18 -0.66
*
```

=====

y | Computed, not measured: a 3-piece molecular cluster, C3H7O2 overall, with wB97M-V/def2-TZVPD.

Summary:
Orbital gap (eV): 6.3797
E_LUMO (eV): 3.99
HOMO level (eV): -2.392

```
! RIJCOSX wB97M-V def2-TZVPD def2/J DEFGRID3
* xyz -1 1
C 0.90 -0.66 -1.14
O 1.62 -1.56 -1.48
H 1.10 0.01 -0.29
H -0.01 -0.42 -1.66
H 6.51 0.29 2.06
C -3.54 0.39 -0.04
C -2.22 0.27 0.32
O -1.21 0.91 -0.11
H -4.34 0.05 0.61
H -3.88 1.04 -0.83
H -1.97 -0.57 1.01
H 7.06 0.25 1.55
*
```

=====

z | Computed, not measured: an isolated ion of composition C3H7O2 and charge -1, with wB97M-V/def2-TZVPD.

Summary:
SMILES: CO[C@@H](C)[O-]
Orbital gap (eV): 7.3217
E_LUMO (eV): 4.48
HOMO level (eV): -2.838

```
! RIJCOSX wB97M-V def2-TZVPD def2/J DEFGRID3
* xyz -1 1
C 0.81 -0.62 1.37
O 0.91 0.59 0.68
C -0.40 0.95 -0.19
C -0.59 -0.16 -1.32
O -1.45 1.32 0.42
H 0.76 -1.54 0.72
H -0.09 -0.78 1.97
H 1.77 -0.59 1.93
H 0.24 1.71 -0.71
H -1.42 0.31 -1.87
H 0.29 -0.01 -1.95
H -0.83 -1.18 -1.06
*
```

=====

Need the numbers? Relative energies in hartree: w 0.0495; x 0.0036; y 0.0331; z 0.0000.